Model P:
{
  "formula": "C21H27N3O4S",
  "method": "ωB97M-V with the def2-TZVPD basis set",
  "orbital_gap_ev": 7.98,
  "smiles": "CC(C)Oc1cccc(C(=O)Nc2ccc(N3CCN(S(C)(=O)=O)CC3)cc2)c1",
  "symbols": ["C", "C", "C", "O", "C", "C", "C", "C", "C", "C", "O", "N", "C", "C", "C", "C", "N", "C", "C", "N", "S", "C", "O", "O", "C", "C", "C", "C", "C", "H", "H", "H", "H", "H", "H", "H", "H", "H", "H", "H", "H", "H", "H", "H", "H", "H", "H", "H", "H", "H", "H", "H", "H", "H", "H", "H"],
  "positions_angstrom": [[-0.379, -3.798, -3.337], [-0.071, -3.076, -2.024], [1.002, -3.815, -1.229], [0.440, -1.776, -2.267], [-0.406, -0.734, -2.451], [-1.788, -0.816, -2.593], [-2.530, 0.329, -2.831], [-1.922, 1.564, -2.934], [-0.546, 1.659, -2.756], [0.139, 2.979, -2.878], [0.025, 3.706, -3.844], [0.972, 3.306, -1.850], [1.060, 2.695, -0.589], [-0.077, 2.291, 0.101], [0.024, 1.684, 1.337], [1.269, 1.465, 1.922], [1.458, 0.866, 3.181], [0.351, 0.764, 4.111], [-0.252, -0.661, 4.155], [0.032, -1.405, 2.951], [-1.109, -1.392, 1.742], [-1.651, -3.120, 1.779], [-0.498, -1.156, 0.469], [-2.221, -0.583, 2.147], [1.427, -1.503, 2.570], [2.242, -0.349, 3.185], [2.405, 1.912, 1.242], [2.305, 2.519, 0.009], [0.204, 0.519, -2.525], [-1.101, -3.237, -3.926], [-0.780, -4.788, -3.136], [0.533, -3.896, -3.921], [-0.975, -3.000, -1.406], [0.671, -4.823, -0.991], [1.919, -3.868, -1.810], [1.204, -3.271, -0.310], [-2.302, -1.762, -2.526], [-3.601, 0.247, -2.948], [-2.498, 2.455, -3.136], [1.574, 4.103, -2.018], [-1.051, 2.441, -0.336], [-0.884, 1.362, 1.819], [0.736, 1.017, 5.108], [-0.408, 1.499, 3.850], [-1.336, -0.616, 4.247], [0.154, -1.225, 5.002], [-0.805, -3.743, 1.520], [-2.006, -3.333, 2.778], [-2.450, -3.238, 1.059], [1.459, -1.438, 1.480], [1.828, -2.474, 2.889], [2.504, -0.576, 4.223], [3.161, -0.211, 2.618], [3.377, 1.790, 1.695], [3.196, 2.858, -0.501], [1.274, 0.571, -2.404]],
  "lowdin_charge": [-0.030, -0.441, -0.032, -0.026, -0.262, -0.017, -0.064, -0.036, -0.165, -0.441, 0.079, 0.135, -0.260, 0.004, -0.017, -0.230, -0.106, -0.133, -0.165, -0.237, 0.610, -0.107, -0.274, -0.291, -0.159, -0.137, -0.016, -0.017, 0.058, 0.073, 0.082, 0.086, 0.121, 0.083, 0.086, 0.060, 0.106, 0.106, 0.118, 0.158, 0.124, 0.089, 0.121, 0.118, 0.111, 0.123, 0.056, 0.063, 0.064, 0.104, 0.123, 0.125, 0.116, 0.112, 0.113, 0.138]
}



Model Q:
{
  "formula": "C21H27N3O4S",
  "method": "ωB97M-V with the def2-TZVPD basis set",
  "orbital_gap_ev": 9.37,
  "smiles": "CCC(C)(C)NC(=O)CN(C(=O)CNS(=O)(=O)c1ccccc1)c1ccccc1",
  "symbols": ["C", "C", "C", "C", "C", "N", "C", "O", "C", "N", "C", "O", "C", "N", "S", "O", "O", "C", "C", "C", "C", "C", "C", "C", "C", "C", "C", "C", "C", "H", "H", "H", "H", "H", "H", "H", "H", "H", "H", "H", "H", "H", "H", "H", "H", "H", "H", "H", "H", "H", "H", "H", "H", "H", "H", "H"],
  "positions_angstrom": [[-0.150, 3.712, -0.188], [-1.093, 2.928, -1.094], [-2.272, 2.255, -0.372], [-3.101, 3.267, 0.424], [-3.169, 1.565, -1.408], [-1.726, 1.252, 0.541], [-2.453, 0.474, 1.348], [-3.662, 0.505, 1.474], [-1.607, -0.504, 2.182], [-0.750, -1.339, 1.360], [0.568, -1.397, 1.609], [1.105, -0.802, 2.525], [1.375, -2.345, 0.713], [1.456, -1.823, -0.632], [1.902, -0.230, -0.852], [1.021, 0.572, -0.053], [1.886, -0.031, -2.271], [3.571, -0.096, -0.238], [3.791, 0.106, 1.110], [5.098, 0.171, 1.568], [6.153, 0.037, 0.679], [5.914, -0.162, -0.672], [4.611, -0.232, -1.137], [-1.411, -2.075, 0.336], [-2.135, -3.209, 0.685], [-2.822, -3.915, -0.287], [-2.791, -3.490, -1.604], [-2.072, -2.358, -1.949], [-1.384, -1.645, -0.983], [0.264, 3.069, 0.584], [-0.656, 4.550, 0.281], [0.677, 4.101, -0.778], [-1.499, 3.597, -1.855], [-0.516, 2.153, -1.604], [-2.523, 3.670, 1.251], [-3.980, 2.774, 0.830], [-3.417, 4.083, -0.222], [-3.638, 2.304, -2.051], [-3.945, 1.000, -0.899], [-2.586, 0.883, -2.023], [-0.731, 1.077, 0.466], [-0.961, 0.052, 2.866], [-2.298, -1.127, 2.759], [2.366, -2.462, 1.176], [0.877, -3.319, 0.677], [1.924, -2.425, -1.290], [2.951, 0.204, 1.781], [5.290, 0.327, 2.619], [7.169, 0.091, 1.040], [6.739, -0.261, -1.361], [4.382, -0.373, -2.181], [-2.156, -3.533, 1.715], [-3.384, -4.795, -0.013], [-3.331, -4.040, -2.361], [-2.051, -2.022, -2.975], [-0.819, -0.766, -1.246]],
  "lowdin_charge": [-0.090, -0.195, -0.532, -0.028, -0.024, 0.141, -0.468, 0.060, -0.018, 0.000, -0.465, 0.051, -0.110, -0.109, 0.669, -0.282, -0.275, -0.270, -0.049, -0.055, -0.071, -0.067, -0.060, -0.227, -0.007, -0.075, -0.081, -0.060, -0.024, 0.064, 0.067, 0.075, 0.120, 0.102, 0.082, 0.076, 0.088, 0.085, 0.080, 0.072, 0.090, 0.134, 0.135, 0.128, 0.135, 0.124, 0.098, 0.111, 0.106, 0.107, 0.112, 0.122, 0.104, 0.103, 0.109, 0.092]
}



Most stable: model Q (next structure +26.5 kcal/mol)



Model P:
{
  "formula": "C2H4O2P",
  "method": "ωB97M-V with the def2-TZVPD basis set",
  "orbital_gap_ev": 8.59,
  "total_charge": -1,
  "symbols": ["C", "C", "O", "O", "P", "H", "H", "H", "H"],
  "positions_angstrom": [[-0.013, 0.069, 1.496], [-0.572, -0.063, 0.299], [1.853, 0.105, -1.092], [0.091, -1.500, -1.957], [0.412, -0.318, -1.177], [-0.547, 0.603, 2.325], [0.942, -0.214, 1.910], [-1.490, 0.329, -0.051], [-0.677, 0.991, -1.753]],
  "lowdin_charge": [-0.094, -0.338, -0.452, -0.434, 0.231, 0.040, 0.038, 0.001, 0.008]
}



Model Q:
{
  "formula": "C2H4O2P",
  "method": "ωB97M-V with the def2-TZVPD basis set",
  "orbital_gap_ev": [7.52, 7.53],
  "total_charge": -1,
  "symbols": ["C", "C", "O", "O", "P", "H", "H", "H", "H"],
  "positions_angstrom": [[-0.478, 1.209, 0.796], [0.300, 0.614, -0.065], [-1.363, -1.513, -0.252], [0.134, -1.290, -2.278], [-0.036, -1.051, -0.833], [-0.190, 2.127, 1.447], [-1.583, 1.093, 0.824], [1.291, 0.998, -0.047], [1.925, -2.187, 0.408]],
  "lowdin_charge": [-0.117, -0.324, -0.464, -0.443, 0.349, 0.070, 0.053, 0.026, -0.149]
}



Most stable: model P (next structure +41.2 kcal/mol)



Model P:
{
  "formula": "C2H3NO3",
  "method": "ωB97M-V with the def2-TZVPD basis set",
  "orbital_gap_ev": [7.76, 6.71],
  "spin_multiplicity": 3,
  "symbols": ["C", "C", "N", "O", "O", "O", "H", "H", "H"],
  "positions_angstrom": [[-2.209, -0.598, -0.551], [-2.166, 0.227, 0.365], [1.897, 0.197, 0.604], [2.002, -0.103, -0.760], [2.718, -0.372, 1.207], [0.950, 0.869, 0.873], [-2.048, -1.212, -1.444], [1.343, 0.034, -1.447], [-2.486, 0.957, 1.154]],
  "lowdin_charge": [-0.022, -0.034, -0.579, 0.093, 0.135, 0.217, 0.027, 0.114, 0.049]
}



Model Q:
{
  "formula": "C2H3NO3",
  "method": "ωB97M-V with the def2-TZVPD basis set",
  "orbital_gap_ev": [9.34, 8.07],
  "spin_multiplicity": 3,
  "symbols": ["C", "C", "N", "O", "O", "O", "H", "H", "H"],
  "positions_angstrom": [[-0.589, 0.165, -0.152], [0.523, 0.291, -0.934], [-0.309, 2.157, -2.759], [0.276, 2.691, -3.621], [-1.376, 1.875, -2.349], [1.116, 1.363, -1.338], [-0.797, -0.738, 0.274], [-1.312, 0.984, 0.101], [0.860, -0.666, -1.149]],
  "lowdin_charge": [0.124, -0.305, -0.285, 0.148, 0.103, -0.011, 0.037, 0.100, 0.088]
}



Model R:
{
  "formula": "C2H3NO3",
  "method": "ωB97M-V with the def2-TZVPD basis set",
  "orbital_gap_ev": [8.88, 7.39],
  "spin_multiplicity": 3,
  "symbols": ["C", "C", "N", "O", "O", "O", "H", "H", "H"],
  "positions_angstrom": [[-1.183, -0.405, 0.078], [0.023, 0.330, -0.206], [1.387, -0.023, 0.150], [2.020, 0.933, 0.521], [1.811, -1.154, 0.092], [-0.675, -0.464, -1.187], [-1.194, -1.218, 0.645], [-1.989, 0.209, 0.118], [-0.200, 1.791, -0.211]],
  "lowdin_charge": [-0.157, -0.199, -0.426, 0.142, 0.185, 0.021, 0.084, 0.084, 0.266]
}



Most stable: model Q (next structure +71.4 kcal/mol)



Model P:
{
  "formula": "C3H5N3O",
  "method": "ωB97M-V with the def2-TZVPD basis set",
  "orbital_gap_ev": 9.53,
  "symbols": ["N", "C", "N", "C", "O", "C", "N", "H", "H", "H", "H", "H"],
  "positions_angstrom": [[-2.059, -0.468, 0.657], [-0.757, -0.035, 0.354], [0.347, -0.821, 0.367], [1.245, -0.113, -0.315], [2.509, -0.528, -0.489], [0.718, 1.099, -0.770], [-0.574, 1.167, -0.377], [-2.017, -1.349, 1.155], [-2.613, -0.579, -0.184], [2.578, -1.398, -0.069], [1.214, 1.925, -1.258], [-0.592, 1.102, 0.929]],
  "lowdin_charge": [0.099, -0.538, 0.166, -0.422, 0.081, -0.089, 0.081, 0.086, 0.088, 0.116, 0.110, 0.221]
}



Model Q:
{
  "formula": "C3H5N3O",
  "method": "ωB97M-V with the def2-TZVPD basis set",
  "orbital_gap_ev": 9.87,
  "smiles": "N[C@H]1N=CNC1=O",
  "symbols": ["N", "C", "N", "C", "N", "C", "O", "H", "H", "H", "H", "H"],
  "positions_angstrom": [[-0.966, 1.708, -0.235], [-0.403, 0.566, 0.563], [-1.180, -0.650, 0.516], [-0.382, -1.560, 0.169], [0.789, -1.155, -0.330], [0.998, 0.142, -0.067], [2.015, 0.772, -0.273], [-1.295, 1.237, -1.080], [-0.156, 2.262, -0.376], [-0.222, 0.945, 1.718], [-0.777, -2.588, 0.051], [1.578, -1.679, -0.657]],
  "lowdin_charge": [0.062, -0.322, 0.077, -0.214, 0.127, -0.432, 0.077, 0.078, 0.046, 0.196, 0.142, 0.162]
}



Most stable: model Q (next structure +28.3 kcal/mol)